No. 1
# C18H56O10

A cluster of 10 separate species, C18H56O10 in total (wB97M-V/def2-TZVPD, the OMol25 dataset).

CARTESIAN COORDINATES (ANGSTROEM)
1 O -15.2917 2.2944 -19.9067
2 O -17.6496 -3.1194 -16.6929
3 O -13.6219 -5.5075 -20.2336
4 O -21.1618 -3.4884 -23.5736
5 O -20.6615 -1.2531 -21.7669
6 O -21.3445 1.5457 -18.8832
7 O -16.1366 -3.0440 -23.2597
8 O -16.3233 -6.3657 -19.9836
9 O -22.0059 -6.1878 -18.8345
10 O -18.0509 -2.4429 -21.4012
11 C -19.3957 0.0584 -23.3228
12 C -16.7020 -3.4381 -24.4965
13 C -23.3633 -4.1407 -22.8190
14 C -18.8723 -3.2017 -15.9724
15 C -14.1425 -3.1822 -20.2965
16 C -22.5371 -3.2940 -23.7686
17 C -20.2629 1.7234 -17.9423
18 C -18.0805 -2.5366 -19.9855
19 C -19.8169 0.3508 -17.5083
20 C -16.6532 -5.7301 -21.2116
21 C -20.8124 -4.5551 -20.0621
22 C -20.2523 0.0960 -22.0738
23 C -15.9438 -4.6151 -25.0514
24 C -20.0067 -3.7199 -16.8193
25 C -21.9757 -4.7846 -19.1301
26 C -13.0756 -4.2067 -20.0099
27 C -15.0170 1.2333 -20.8304
28 C -16.3189 0.5088 -21.0947
29 H -14.6655 1.6759 -21.7723
30 H -20.8744 -3.8724 -16.1683
31 H -22.7953 -6.3783 -18.3193
32 H -16.8435 -2.7864 -22.6521
33 H -12.8960 -6.0984 -20.4488
34 H -16.1499 -6.2287 -22.0458
35 H -18.7405 -3.8215 -15.0784
36 H -14.2230 0.5827 -20.4539
37 H -19.7834 -4.6733 -17.2999
38 H -23.1965 -3.7738 -21.8075
39 H -20.6645 -0.2384 -17.1467
40 H -12.7167 -4.0989 -18.9785
41 H -21.2901 -1.2354 -21.0374
42 H -14.9411 -4.3064 -25.3554
43 H -14.5313 -3.3097 -21.3105
44 H -19.4351 2.2596 -18.4072
45 H -16.4624 -5.0053 -25.9276
46 H -17.0915 -2.8589 -19.6633
47 H -16.9835 1.1850 -21.6306
48 H -17.7608 -3.6956 -24.3610
49 H -18.4406 -0.4435 -23.1623
50 H -20.8804 -2.8826 -22.8813
51 H -16.1306 -0.3797 -21.7045
52 H -21.2905 2.2326 -19.5518
53 H -18.3220 -1.5784 -19.5285
54 H -21.1411 0.7004 -22.2585
55 H -15.4234 -6.0770 -19.7868
56 H -16.6639 -2.6077 -25.2167
57 H -13.7336 -2.1727 -20.2332
58 H -19.6623 0.4823 -21.2383
59 H -16.7895 0.1325 -20.1856
60 H -18.7690 -3.3186 -19.6512
61 H -19.8971 -4.8707 -19.5569
62 H -17.4065 -4.0108 -16.9639
63 H -14.4630 2.7262 -19.6812
64 H -19.1772 1.0783 -23.6452
65 H -16.4177 -4.6687 -21.1924
66 H -20.9159 -5.1639 -20.9602
67 H -19.0917 0.3672 -16.6940
68 H -17.7278 -5.8397 -21.3752
69 H -22.9232 -4.4679 -19.5896
70 H -20.2769 -2.9909 -17.5841
71 H -14.9644 -3.2721 -19.5846
72 H -20.7492 -3.5132 -20.3772
73 H -22.8033 -2.2359 -23.6126
74 H -15.8369 -5.3857 -24.2906
75 H -24.4139 -4.0960 -23.1049
76 H -19.0940 -2.1872 -15.6435
77 H -19.9141 -0.4443 -24.1416
78 H -18.8473 -1.9898 -21.7029
79 H -23.0074 -5.1702 -22.8746
80 H -19.3936 -0.1855 -18.3584
81 H -20.6497 2.2781 -17.0843
82 H -22.7852 -3.5085 -24.8102
83 H -12.2111 -4.0343 -20.6606
84 H -21.8729 -4.2089 -18.2010

Atoms 1-6, force components in eV/Å:
0.0647 -0.1694 0.0488
0.0642 0.0845 -0.0551
0.2835 0.1069 0.0657
0.4011 -0.1426 -0.2055
0.0443 0.0827 -0.0158
0.3328 -0.0310 -0.0176

Properties
Lowest unoccupied orbital energy = 0.439 eV


No. 2
# C5H8O2

A structure of composition C5H8O2 in a non-equilibrium geometry (wB97M-V/def2-TZVPD, the OMol25 dataset).

CARTESIAN COORDINATES (ANGSTROEM)
1 O 0.7744 -0.8664 -0.9632
2 O -1.7995 -1.2544 -0.4409
3 C 1.1018 -0.2344 0.3237
4 C -0.2036 -0.2913 1.1363
5 C 1.0873 1.1262 -0.4017
6 C 0.0993 0.3495 -1.2265
7 C -1.2391 -0.0857 0.0676
8 H 0.7246 2.0139 0.1150
9 H 1.9995 -0.6446 0.7878
10 H -1.0395 -1.7743 -0.7572
11 H -0.9038 0.4821 -1.5336
12 H -2.0736 0.6045 0.2784
13 H -0.2310 0.5081 1.8799
14 H 2.0520 1.3216 -0.8883
15 H -0.3489 -1.2549 1.6228

Atoms 1-6, force components in eV/Å:
-0.2248 -0.1357 -0.0118
0.2707 0.0984 -0.1093
0.2972 -0.1135 0.4449
0.2162 -0.1587 0.3179
-0.2179 0.1563 0.1693
-1.2854 -0.0602 1.7696

Properties
Lowest unoccupied orbital energy = 0.996 eV


No. 3
# C3H4O2S2

A structure of composition C3H4O2S2 in a non-equilibrium geometry (wB97M-V/def2-TZVPD, the OMol25 dataset).

CARTESIAN COORDINATES (ANGSTROEM)
1 S -0.7118 1.7010 -1.0282
2 S 2.2917 -0.6244 -1.0263
3 O -0.3336 -0.7446 -0.1370
4 O 1.9340 1.5620 0.7672
5 C 1.5104 0.5429 -0.1344
6 C -1.6404 -1.0563 0.1064
7 C 0.1859 0.4660 -0.4462
8 H 2.9691 1.5202 1.0910
9 H -1.9728 -0.5531 1.2478
10 H -2.3839 -0.6373 -0.7366
11 H -1.8486 -2.1765 0.2963

Atoms 1-6, force components in eV/Å:
0.3716 -0.1724 0.0850
0.7325 1.5319 1.2670
2.0067 -0.7134 0.1842
2.1113 -2.2355 -0.6944
6.4201 0.3202 1.1405
-4.6015 1.3374 2.0048

Properties
Lowest unoccupied orbital energy = -1.102 eV


No. 4
# C5H9N2

A cluster of 2 separate species, C5H9N2 in total in a non-equilibrium geometry (wB97M-V/def2-TZVPD, the OMol25 dataset).

CARTESIAN COORDINATES (ANGSTROEM)
1 N 0.6805 1.6356 -0.0369
2 N -0.5244 -0.5926 1.5894
3 C 1.1310 -1.5329 -0.1403
4 C -2.2367 0.0941 0.0264
5 C -1.2062 -0.2969 -0.7036
6 C -1.7427 -0.1267 1.5269
7 C -0.0479 -0.6474 0.2188
8 H -2.2185 -0.0537 2.4797
9 H 1.9809 -1.5202 0.4627
10 H 0.2838 2.1812 0.7422
11 H 0.6463 2.2152 -0.8481
12 H 0.8440 -2.5837 -0.3579
13 H -1.0844 -0.1994 -1.7419
14 H 1.4122 -1.5121 -1.1806
15 H 1.5751 1.3969 0.3640
16 H -3.2154 0.4324 -0.1502

Atoms 1-6, force components in eV/Å:
-0.6567 -1.0968 2.4696
0.4070 1.0671 -1.7316
-2.1081 0.3224 -1.5805
1.4170 -0.9433 2.9708
0.4878 0.5953 0.9014
1.5868 -1.0284 -1.9643

Properties
Lowest unoccupied orbital energy = -6.694 eV
Charge = +1


No. 5
# C6H15NO3

A cluster of 3 separate species, C6H15NO3 in total in a non-equilibrium geometry (wB97M-V/def2-TZVPD, the OMol25 dataset).

CARTESIAN COORDINATES (ANGSTROEM)
1 O -2.2635 -2.0004 -1.4609
2 O 1.6048 -1.0298 -2.6471
3 O -0.3559 3.0566 -0.8855
4 N -1.8621 0.9127 -1.2203
5 C 0.6545 -0.1539 1.4385
6 C -0.1498 -0.3214 0.1461
7 C 0.1532 0.1959 2.5848
8 C -1.0228 1.0183 -0.0054
9 C -0.2034 2.1766 -0.0839
10 C 2.1186 -0.6078 1.3777
11 H 2.1669 -1.0454 -1.9194
12 H -0.9348 0.4637 2.7864
13 H 0.7412 0.1552 3.4820
14 H 0.6584 2.1833 0.7207
15 H 0.8894 -1.7625 -2.5634
16 H -2.3932 -1.1376 -1.1978
17 H 2.7812 0.0619 0.8774
18 H -1.3841 1.1762 -2.0719
19 H 2.6228 -0.6286 2.4537
20 H -2.7407 1.3152 -1.2962
21 H 2.3515 -1.4731 0.8305
22 H 0.4261 -0.5787 -0.8013
23 H -0.8696 -1.2525 0.2577
24 H -1.3127 -1.9163 -1.6182
25 H -1.6760 1.1922 0.8158

Atoms 1-6, force components in eV/Å:
1.1577 -3.1105 -0.9492
-3.4970 -1.5291 -2.2689
0.2754 0.3254 0.0318
1.7274 -1.7922 -0.1016
1.8542 -2.0874 -2.0332
-1.6957 -0.3733 0.6122

Properties
Lowest unoccupied orbital energy = 0.379 eV


No. 6
# C3H5N2O

The ion C3H5N2O with charge +1 in a non-equilibrium geometry (wB97M-V/def2-TZVPD, the OMol25 dataset).

CARTESIAN COORDINATES (ANGSTROEM)
1 O -0.9039 -0.5130 1.7332
2 N 1.4087 0.9195 -0.3790
3 N 2.4475 0.6636 -0.1078
4 C -0.5625 -1.1454 0.6311
5 C -0.1367 -0.6087 -0.5223
6 C 0.0365 0.8997 -0.6384
7 H -0.7093 0.5309 1.5687
8 H -0.7236 -2.2196 0.6821
9 H -0.5952 1.3234 0.0765
10 H -0.2319 1.3728 -1.6345
11 H -0.0297 -1.2234 -1.4096

Atoms 1-6, force components in eV/Å:
0.9539 3.9964 -0.1876
3.3735 0.4798 1.1883
-1.3303 0.8551 -0.5936
-0.2829 -0.6410 -0.8678
-1.0071 -0.2070 -0.6871
-1.5943 -2.0188 -2.9033

Properties
Lowest unoccupied orbital energy = -5.712 eV
Charge = +1


The highest occupied orbital energy results, record by record, are as follows: -9.38, -8.19, -8.95, -14.82, -9.48, -14.43 eV.
The orbital gap results, record by record, are as follows: 9.818, 9.181, 7.851, 8.127, 9.859, 8.718 eV.
The energy above the lowest of the compared OMol25 structures with the same formula, charge and spin results, record by record, are as follows: 320.7, 403.0, 297.3, 445.6, 334.0, 363.9 kJ/mol.